Entry i
# C4H9N

A cluster of 2 separate species, C4H9N in total (ωB97M-V with the def2-TZVPD basis set, the Open Molecules 2025 dataset).

Element x y z (Å)
C: -0.40495 2.15000 -0.36411
C: -0.52421 1.38219 -1.55051
N: -0.45813 -0.05929 -1.50199
H: 0.28125 1.74575 0.42171
H: -0.98699 3.03816 -0.12960
H: -0.96905 1.78029 -2.53374
H: 0.33074 0.05275 -0.86325
H: -0.11570 -0.40099 -2.49777
C: 1.15684 -1.46338 1.60821
C: -0.09858 -1.76165 1.33965
H: 2.01116 -1.77787 0.89455
H: 1.26046 -0.82218 2.48003
H: -0.53057 -2.33787 0.57497
H: -0.95227 -1.52591 2.12185

Summary:
* LUMO: 1.10 eV
* orbital gap: 9.42 eV
* molar mass: 71.1 g mol⁻¹
* total charge: 0
* structure (SMILES): C=CN.C=C
* multiplicity: 1
* E_HOMO: -8.324 eV


Entry ii
# C4H9N

A structure of composition C4H9N (ωB97M-V with the def2-TZVPD basis set, the Open Molecules 2025 dataset).

Element x y z (Å)
C: -1.45740 -0.49446 -0.63247
C: 0.01928 -0.04082 -0.71805
C: 0.75662 -0.75670 0.20596
C: 1.10521 0.69351 0.81913
H: -1.85596 -0.12905 0.41683
H: -1.51849 -1.56174 -0.58731
H: -2.06147 0.10673 -1.25430
H: 0.46440 -0.00020 -1.76833
H: -0.03828 -1.50972 0.70979
H: 1.57708 -1.49594 -0.09064
H: 2.33117 0.85866 1.12830
H: 0.50768 0.85248 1.76774
H: -0.27721 2.11638 0.33849
N: 0.44736 1.36088 -0.33516

Summary:
* LUMO: 1.07 eV
* orbital gap: 10.02 eV
* molar mass: 71.1 g mol⁻¹
* total charge: 0
* multiplicity: 1
* E_HOMO: -8.948 eV


Entry iii
# C4H9N

The molecule C4H9N (ωB97M-V with the def2-TZVPD basis set, the Open Molecules 2025 dataset).

Element x y z (Å)
N: 0.36223 0.06898 2.09564
C: -0.48381 0.39358 0.93704
C: 0.33377 0.44907 -0.31621
C: 0.51487 -0.84094 -1.11299
C: -0.33765 0.28656 -1.64335
H: -0.23141 -0.01597 2.92068
H: 0.76647 -0.85203 1.98536
H: -1.34076 -0.28965 0.75836
H: -0.92932 1.38747 1.11677
H: 1.20180 1.10787 -0.27188
H: 1.47154 -0.99050 -1.59560
H: 0.02868 -1.73207 -0.72256
H: 0.08061 0.82982 -2.48697
H: -1.43702 0.19781 -1.66428

Summary:
* LUMO: 1.22 eV
* orbital gap: 10.67 eV
* molar mass: 71.1 g mol⁻¹
* total charge: 0
* structure (SMILES): NCC1CC1
* multiplicity: 1
* E_HOMO: -9.453 eV


Entry iv
# C4H9N

A cluster of 2 separate species, C4H9N in total (ωB97M-V with the def2-TZVPD basis set, the Open Molecules 2025 dataset).

Element x y z (Å)
C: -1.07681 1.20191 -0.52630
C: -1.61079 -0.02594 -0.30168
N: -1.72902 -0.74768 0.86700
H: -0.79767 1.68305 0.41586
H: -1.13477 1.78636 -1.42085
H: -2.30770 -0.39987 -1.08777
H: -2.34999 -1.66439 0.75091
H: -1.13697 -0.82001 1.58221
C: 2.06256 -0.02501 -0.71262
C: 2.07719 -0.30521 0.60871
H: 1.99033 0.97756 -1.04952
H: 1.83524 -0.81601 -1.46306
H: 2.40419 0.44556 1.31015
H: 1.77420 -1.29033 1.02696

Summary:
* LUMO: 1.04 eV
* orbital gap: 9.00 eV
* molar mass: 71.1 g mol⁻¹
* total charge: 0
* structure (SMILES): C=CN.C=C
* multiplicity: 1
* E_HOMO: -7.963 eV


It is entry ii that is the least stable of them.


Entry i
# C4H9N

The molecule C4H9N (ωB97M-V with the def2-TZVPD basis set, the Open Molecules 2025 dataset).

Element x y z (Å)
C: 0.30646 -2.34886 -0.51010
C: 0.39529 -1.02063 -0.35419
C: -0.24017 -0.17156 0.73069
C: -0.71498 1.16830 0.20884
N: 0.47762 1.83211 -0.33805
H: -0.12954 -3.10258 0.26999
H: 0.83133 -2.79307 -1.39206
H: 0.90250 -0.46011 -1.18787
H: -1.05719 -0.71107 1.23456
H: 0.56325 0.12839 1.47286
H: -1.30598 1.73083 0.97021
H: -1.46361 0.96249 -0.54368
H: 0.21231 2.67103 -0.86511
H: 1.22270 2.11471 0.30391

Summary:
* LUMO: 1.19 eV
* orbital gap: 10.42 eV
* molar mass: 71.1 g mol⁻¹
* total charge: 0
* structure (SMILES): C=CCCN
* multiplicity: 1
* E_HOMO: -9.225 eV


Entry ii
# C4H9N

The molecule C4H9N (ωB97M-V with the def2-TZVPD basis set, the Open Molecules 2025 dataset).

Element x y z (Å)
C: -0.49990 -1.04524 0.52166
C: -1.06078 0.38942 0.63371
C: 0.25086 1.18771 0.33179
N: 0.74637 0.46801 -0.85272
C: 0.46482 -0.95056 -0.70084
H: 0.14603 -1.40484 1.33041
H: -1.16373 -1.90538 0.32289
H: -1.88534 0.71291 -0.13528
H: -1.49991 0.63459 1.60525
H: 0.91104 1.19957 1.22504
H: 0.15889 2.27652 0.10840
H: 1.66700 0.76261 -1.21088
H: 0.18558 -1.42430 -1.65331
H: 1.38065 -1.57110 -0.45822

Summary:
* LUMO: 1.22 eV
* orbital gap: 9.52 eV
* molar mass: 71.1 g mol⁻¹
* total charge: 0
* structure (SMILES): C1CCNC1
* multiplicity: 1
* E_HOMO: -8.302 eV


Entry iii
# C4H9N

A structure of composition C4H9N (ωB97M-V with the def2-TZVPD basis set, the Open Molecules 2025 dataset).

Element x y z (Å)
C: 1.73646 0.39812 -0.30599
C: 1.03084 -0.75093 0.32716
N: 1.21263 -1.71529 1.05089
H: 1.34461 1.34764 0.05777
H: 2.79047 0.31472 -0.03377
H: 1.63258 0.36852 -1.39089
C: -0.91912 -0.54758 -0.29521
C: -1.50432 0.74169 0.24765
H: -2.54686 0.88099 -0.05667
H: -0.95134 1.61303 -0.10933
H: -1.48008 0.75936 1.34062
H: -1.53060 -1.42092 -0.01177
H: -0.79934 -0.57252 -1.37781
H: -0.01594 -1.41683 0.55733

Summary:
* LUMO: 0.95 eV
* orbital gap: 8.83 eV
* molar mass: 71.1 g mol⁻¹
* total charge: 0
* multiplicity: 1
* E_HOMO: -7.886 eV


It is entry iii that is the least stable of them.


Entry i
# C4H9N

A cluster of 2 separate species, C4H9N in total (ωB97M-V with the def2-TZVPD basis set, the Open Molecules 2025 dataset).

Element x y z (Å)
C: -1.94118 0.64520 -1.25224
C: -0.92385 -0.20686 -1.23829
C: 0.46236 0.15845 -1.75613
H: -2.93759 0.31090 -0.99248
H: -1.82406 1.67186 -1.57608
H: -1.13079 -1.24533 -1.01242
H: 1.09305 0.49790 -0.93369
H: 0.31250 0.99774 -2.43022
H: 0.88829 -0.72724 -2.21607
C: 0.62172 0.02031 2.22603
N: 1.67147 -0.63759 2.04376
H: 0.71947 1.10074 2.14046
H: -0.33190 -0.45420 2.44398
H: 1.45410 -1.62809 2.03397

Summary:
* LUMO: 1.14 eV
* orbital gap: 10.84 eV
* molar mass: 71.1 g mol⁻¹
* total charge: 0
* structure (SMILES): C=CC.C=N
* multiplicity: 1
* E_HOMO: -9.696 eV


Entry ii
# C4H9N

The molecule C4H9N (ωB97M-V with the def2-TZVPD basis set, the Open Molecules 2025 dataset).

Element x y z (Å)
C: -1.53930 1.55786 0.99744
C: -1.05808 0.48413 0.10571
C: 0.11266 -0.16541 0.29187
C: 0.68645 -0.98438 -0.80829
N: 2.03006 -1.62870 -0.58449
H: -2.15482 2.27440 0.44360
H: -2.17207 1.11754 1.79007
H: -0.74949 2.10368 1.51558
H: -1.81789 -0.12206 -0.39093
H: 0.78090 0.30168 1.01717
H: 0.02454 -1.82187 -1.05501
H: 0.86464 -0.33225 -1.66683
H: 2.65008 -0.97617 -0.12462
H: 2.34231 -1.80846 -1.53129

Summary:
* LUMO: 1.13 eV
* orbital gap: 9.86 eV
* molar mass: 71.1 g mol⁻¹
* total charge: 0
* structure (SMILES): C/C=C/CN
* multiplicity: 1
* E_HOMO: -8.727 eV


Entry iii
# C4H9N

The molecule C4H9N (ωB97M-V with the def2-TZVPD basis set, the Open Molecules 2025 dataset).

Element x y z (Å)
C: -0.88652 -1.79904 0.53154
N: -0.64365 -0.68961 -0.36092
C: -0.25199 0.62831 0.05394
C: 0.67645 1.36298 -0.85092
C: 1.15084 0.86983 0.54214
H: -1.37719 -1.39258 1.57003
H: -1.67373 -2.57838 0.03547
H: 0.19887 -2.39871 0.83096
H: -0.08751 -1.05168 -1.17360
H: -1.04490 1.16239 0.54291
H: 0.36693 2.35723 -1.00160
H: 0.98023 0.85000 -1.72944
H: 1.60361 -0.08639 0.41884
H: 1.40654 1.59288 1.37270

Summary:
* LUMO: 1.20 eV
* orbital gap: 9.50 eV
* molar mass: 71.1 g mol⁻¹
* total charge: 0
* structure (SMILES): CNC1CC1
* multiplicity: 1
* E_HOMO: -8.297 eV


It is entry iii that is the least stable of them.


Entry i
# C4H9N

A cluster of 2 separate species, C4H9N in total (ωB97M-V with the def2-TZVPD basis set, the Open Molecules 2025 dataset).

Element x y z (Å)
C: 0.11336 0.59603 1.18064
C: -0.97438 -0.10774 0.68812
C: -1.57111 0.23512 -0.61645
H: 0.27422 1.61478 0.84931
H: 0.42992 0.41442 2.19904
H: -1.34318 -0.98290 1.20794
H: -1.62218 1.31485 -0.76389
H: -0.86385 -0.10874 -1.40190
H: -2.54515 -0.22482 -0.77294
C: 1.41620 -0.55909 -0.09424
N: 1.37306 -0.21536 -1.34111
H: 2.28054 -0.45763 0.57073
H: 0.79040 -1.47490 0.13943
H: 2.24217 -0.04404 -1.84468

Summary:
* LUMO: 0.55 eV
* orbital gap: 8.48 eV
* molar mass: 71.1 g mol⁻¹
* total charge: 0
* structure (SMILES): C=CC.C=N
* multiplicity: 1
* E_HOMO: -7.922 eV


Entry ii
# C4H9N

The molecule C4H9N (ωB97M-V with the def2-TZVPD basis set, the Open Molecules 2025 dataset).

Element x y z (Å)
C: 1.53791 -2.05790 0.79154
C: 1.05179 -0.83087 0.74921
N: -0.14167 -0.36304 0.20191
C: -0.15315 0.89071 -0.48648
C: -1.56624 1.36644 -0.73383
H: 2.51295 -2.27554 1.19252
H: 0.96569 -2.90322 0.43431
H: 1.69300 -0.00834 1.09329
H: -0.99045 -0.77222 0.54532
H: 0.45399 1.62895 0.05494
H: 0.40390 0.85258 -1.43294
H: -1.99286 0.90314 -1.59658
H: -2.14831 1.13943 0.15958
H: -1.62652 2.42988 -0.97281

Summary:
* LUMO: 1.20 eV
* orbital gap: 9.32 eV
* molar mass: 71.1 g mol⁻¹
* total charge: 0
* structure (SMILES): C=CNCC
* multiplicity: 1
* E_HOMO: -8.116 eV


It is entry i that is the least stable of them.